# 1
{
  "formula": "C15H50O10",
  "method": "the ωB97M-V functional and the def2-TZVPD basis",
  "relative_energy_kcal_mol": 116.60,
  "smiles": "CCO.CCO.CCO.CCO.CCO.CO.CO.CO.CO.CO",
  "max_force_ev_per_a": 2.13,
  "orbital_gap_ev": 9.955,
  "symbols": ["C", "C", "O", "H", "H", "H", "H", "H", "H", "C", "C", "O", "H", "H", "H", "H", "H", "H", "C", "C", "O", "H", "H", "H", "H", "H", "H", "C", "C", "O", "H", "H", "H", "H", "H", "H", "C", "C", "O", "H", "H", "H", "H", "H", "H", "C", "O", "H", "H", "H", "H", "C", "O", "H", "H", "H", "H", "C", "O", "H", "H", "H", "H", "C", "O", "H", "H", "H", "H", "C", "O", "H", "H", "H", "H"],
  "coordinates": [[-23.002, 1.033, 2.271], [-22.501, -0.198, 1.562], [-21.172, -0.334, 2.081], [-24.014, 1.238, 1.924], [-22.317, 1.855, 2.064], [-23.024, 1.010, 3.360], [-22.567, 0.022, 0.497], [-23.090, -1.093, 1.763], [-20.711, -1.018, 1.591], [-17.137, -3.762, 8.802], [-18.494, -4.181, 8.294], [-19.095, -3.058, 7.640], [-17.235, -2.840, 9.376], [-16.455, -3.543, 7.981], [-16.653, -4.507, 9.433], [-19.196, -4.531, 9.051], [-18.319, -4.962, 7.554], [-19.437, -2.470, 8.317], [-17.515, -0.209, -0.873], [-17.659, 0.914, 0.128], [-17.892, 2.081, -0.649], [-16.715, -0.035, -1.591], [-18.387, -0.355, -1.511], [-17.419, -1.129, -0.297], [-16.792, 1.103, 0.761], [-18.538, 0.743, 0.749], [-18.274, 2.789, -0.124], [-21.760, -3.712, 5.766], [-23.041, -3.806, 4.849], [-23.879, -4.893, 5.127], [-21.161, -4.606, 5.591], [-22.022, -3.653, 6.823], [-21.170, -2.864, 5.420], [-22.776, -3.889, 3.795], [-23.759, -2.989, 4.928], [-24.665, -4.856, 4.577], [-17.483, -1.254, 3.156], [-18.268, -1.395, 4.485], [-17.640, -2.418, 5.280], [-17.335, -2.249, 2.735], [-16.502, -0.802, 3.304], [-17.978, -0.595, 2.442], [-19.245, -1.785, 4.197], [-18.425, -0.490, 5.073], [-18.164, -2.608, 6.062], [-17.738, 0.088, 8.305], [-16.639, 0.659, 8.955], [-18.540, 0.813, 8.165], [-17.468, -0.295, 7.321], [-18.230, -0.681, 8.900], [-15.869, 0.091, 8.882], [-19.170, 2.124, 3.461], [-20.111, 1.229, 4.061], [-18.804, 2.867, 4.169], [-18.269, 1.606, 3.132], [-19.559, 2.709, 2.628], [-20.533, 0.800, 3.313], [-14.546, -4.236, 4.312], [-15.504, -4.110, 5.372], [-13.581, -4.591, 4.675], [-14.971, -4.936, 3.592], [-14.412, -3.265, 3.836], [-16.295, -3.645, 5.091], [-20.269, -3.526, 1.327], [-20.307, -2.289, 0.639], [-21.089, -4.160, 0.988], [-19.293, -3.968, 1.127], [-20.302, -3.339, 2.400], [-20.343, -2.440, -0.308], [-15.466, 1.160, 5.106], [-15.077, 1.944, 3.983], [-15.166, 0.152, 4.819], [-14.861, 1.446, 5.966], [-16.537, 1.229, 5.299], [-14.221, 1.657, 3.657]]
}

# 2
{
  "formula": "C15H52N10O11",
  "method": "the ωB97M-V functional and the def2-TZVPD basis",
  "relative_energy_kcal_mol": 25.15,
  "smiles": "NC(N)=O.NC(N)=O.NC(N)=O.NC(N)=O.NC(N)=O.CCO.CCO.CCO.CCO.CO.CO",
  "max_force_ev_per_a": 8.73,
  "orbital_gap_ev": 8.789,
  "symbols": ["N", "C", "N", "O", "H", "H", "H", "H", "N", "C", "N", "O", "H", "H", "H", "H", "N", "C", "N", "O", "H", "H", "H", "H", "N", "C", "N", "O", "H", "H", "H", "H", "N", "C", "N", "O", "H", "H", "H", "H", "C", "C", "O", "H", "H", "H", "H", "H", "H", "C", "C", "O", "H", "H", "H", "H", "H", "H", "C", "C", "O", "H", "H", "H", "H", "H", "H", "C", "C", "O", "H", "H", "H", "H", "H", "H", "C", "O", "H", "H", "H", "H", "C", "O", "H", "H", "H", "H"],
  "coordinates": [[-0.923, -2.349, -0.473], [-0.339, -3.535, -0.585], [0.884, -3.620, -0.166], [-0.994, -4.673, -1.167], [-1.865, -2.202, -0.839], [-0.423, -1.504, -0.192], [1.376, -4.514, -0.402], [1.319, -3.035, 0.531], [-2.792, -1.083, -2.061], [-3.120, -0.273, -1.147], [-2.471, 0.863, -1.295], [-4.057, -0.539, -0.205], [-3.272, -2.008, -2.110], [-2.011, -1.061, -2.763], [-2.346, 1.301, -0.346], [-1.836, 1.121, -2.080], [-3.658, 0.951, 2.265], [-3.119, 2.050, 1.866], [-2.086, 1.960, 1.075], [-3.614, 3.318, 2.069], [-4.554, 0.995, 2.789], [-3.265, 0.031, 2.015], [-1.797, 2.933, 0.848], [-1.307, 1.252, 1.039], [2.034, -2.171, -2.155], [3.158, -1.735, -1.622], [3.641, -0.605, -2.064], [3.746, -2.516, -0.640], [1.536, -2.745, -1.465], [1.456, -1.512, -2.708], [4.403, -0.119, -1.499], [3.277, 0.053, -2.730], [-1.309, 4.393, 0.153], [-0.899, 4.178, -1.057], [-1.869, 4.001, -1.888], [0.441, 4.139, -1.374], [-0.498, 4.626, 0.847], [-2.145, 4.946, 0.362], [-1.511, 3.464, -2.697], [-2.789, 3.698, -1.568], [3.064, 3.494, -0.030], [3.698, 4.307, -1.021], [4.990, 3.814, -1.344], [2.047, 3.844, 0.171], [3.608, 3.499, 0.948], [2.969, 2.528, -0.401], [3.668, 5.363, -0.694], [2.996, 4.284, -1.887], [5.492, 4.520, -1.001], [-1.606, -2.618, -4.885], [-0.483, -2.261, -3.920], [-0.336, -0.883, -3.690], [-2.611, -2.456, -4.589], [-1.455, -3.623, -4.939], [-1.411, -2.180, -5.831], [0.373, -2.706, -4.402], [-0.682, -2.717, -2.957], [-0.374, -0.378, -4.471], [-1.247, -3.582, 2.644], [-2.292, -2.474, 3.061], [-2.188, -1.442, 2.218], [-1.325, -4.022, 1.623], [-1.081, -4.387, 3.308], [-0.295, -3.056, 2.548], [-2.054, -2.174, 4.088], [-3.315, -2.785, 3.065], [-1.665, -1.745, 1.487], [0.249, -0.048, 4.005], [0.352, 1.363, 3.559], [1.137, 1.600, 2.472], [0.027, -0.765, 3.197], [-0.578, -0.255, 4.686], [1.159, -0.389, 4.451], [0.647, 2.080, 4.344], [-0.648, 1.708, 3.263], [1.074, 2.563, 2.342], [0.627, 0.650, -0.515], [0.230, -0.173, 0.604], [0.402, 1.660, -0.266], [0.017, 0.386, -1.351], [1.719, 0.574, -0.689], [0.858, -0.032, 1.320], [3.066, -1.196, 2.128], [2.327, -2.385, 1.784], [2.892, -1.054, 3.182], [2.760, -0.406, 1.502], [4.163, -1.295, 2.080], [2.598, -3.191, 2.249]]
}

# 3
{
  "formula": "C15H52N4O11",
  "method": "the ωB97M-V functional and the def2-TZVPD basis",
  "relative_energy_kcal_mol": 0.00,
  "smiles": "NC(N)=O.NC(N)=O.CCO.CCO.CCO.CCO.CO.CO.CO.CO.CO",
  "max_force_ev_per_a": 7.29,
  "orbital_gap_ev": 8.767,
  "symbols": ["N", "C", "N", "O", "H", "H", "H", "H", "N", "C", "N", "O", "H", "H", "H", "H", "C", "C", "O", "H", "H", "H", "H", "H", "H", "C", "C", "O", "H", "H", "H", "H", "H", "H", "C", "C", "O", "H", "H", "H", "H", "H", "H", "C", "C", "O", "H", "H", "H", "H", "H", "H", "C", "O", "H", "H", "H", "H", "C", "O", "H", "H", "H", "H", "C", "O", "H", "H", "H", "H", "C", "O", "H", "H", "H", "H", "C", "O", "H", "H", "H", "H"],
  "coordinates": [[19.836, -5.979, 9.773], [20.114, -7.207, 10.117], [19.026, -7.917, 10.160], [21.328, -7.552, 10.559], [20.612, -5.283, 9.635], [18.868, -5.645, 9.812], [19.093, -8.843, 10.509], [18.223, -7.669, 9.612], [18.499, -4.311, 7.038], [19.053, -5.191, 6.270], [19.594, -6.169, 6.949], [18.949, -5.075, 4.868], [18.061, -3.535, 6.572], [18.341, -4.321, 8.066], [19.823, -7.020, 6.372], [19.604, -6.317, 7.986], [19.845, -9.792, 12.795], [18.839, -10.797, 12.219], [18.359, -10.431, 10.920], [20.651, -9.535, 12.010], [20.346, -10.253, 13.656], [19.424, -8.896, 13.115], [18.024, -10.974, 12.940], [19.353, -11.755, 11.966], [18.937, -10.893, 10.225], [20.630, -6.400, 14.273], [20.154, -5.508, 13.164], [19.629, -4.350, 13.659], [21.417, -5.978, 14.835], [20.981, -7.358, 13.890], [19.786, -6.635, 14.959], [19.238, -5.908, 12.630], [20.968, -5.405, 12.488], [19.833, -3.680, 12.969], [24.003, -3.588, 8.420], [23.058, -4.693, 8.935], [21.768, -4.073, 8.996], [23.811, -3.301, 7.384], [25.059, -3.956, 8.459], [23.845, -2.750, 9.048], [23.403, -5.046, 9.884], [23.156, -5.463, 8.152], [21.570, -3.665, 8.115], [22.446, -8.353, 7.476], [21.189, -9.019, 6.896], [20.730, -8.484, 5.713], [23.199, -8.248, 6.730], [22.853, -8.718, 8.390], [22.139, -7.339, 7.614], [20.375, -8.936, 7.598], [21.418, -10.113, 6.682], [21.131, -8.884, 4.956], [15.799, -7.754, 8.994], [16.878, -6.908, 8.920], [16.092, -8.728, 8.505], [14.917, -7.352, 8.422], [15.510, -7.898, 10.057], [16.619, -6.243, 8.246], [21.343, -10.983, 9.624], [20.102, -11.374, 9.000], [21.489, -11.542, 10.532], [21.261, -9.894, 9.804], [22.244, -11.268, 9.021], [20.307, -11.940, 8.223], [16.360, -6.500, 12.526], [17.108, -7.692, 12.366], [16.860, -5.744, 13.120], [15.420, -6.632, 13.009], [16.232, -6.040, 11.535], [17.700, -7.687, 11.570], [22.005, -2.606, 11.860], [20.647, -2.512, 11.607], [22.581, -2.018, 11.091], [22.499, -3.528, 11.833], [22.184, -2.236, 12.843], [20.474, -2.797, 10.666], [17.720, -3.558, 10.838], [18.369, -3.378, 9.617], [17.542, -2.776, 11.540], [18.237, -4.253, 11.433], [16.751, -4.020, 10.572], [18.200, -2.474, 9.419]]
}